Density functional theory data (ωB97M-V/def2-TZVPD) for one molecule with the formula C5H8N2.

```
! wB97M-V def2-TZVPD RIJCOSX def2/J DEFGRID3
* xyz 0 1
C -1.042 1.797 0.349
C -0.427 0.448 0.166
C 0.424 -0.296 1.008
C 1.555 -1.185 0.622
N 2.061 -0.794 -0.534
C -0.872 -1.722 0.041
N -1.026 -0.521 -0.587
H -1.885 1.774 1.055
H -0.303 2.518 0.708
H -1.429 2.157 -0.613
H 0.511 0.018 2.053
H 1.683 -0.006 -1.069
H 2.836 -1.296 -0.945
H -0.682 -2.502 -0.733
H -1.398 -0.383 -1.523
*
```

Properties
Gap between HOMO and LUMO = 8.3120 eV
HOMO energy = -0.2776 Ha
ΔE to the lowest compared entry with this formula, charge and spin = 610.6 kJ/mol
E_tot = -304.60292 hartree

In elementary charge units, the Löwdin charges are: -0.046 -0.389 -0.132 -0.153 0.022 0.057 -0.062 0.083 0.075 0.076 0.105 0.098 0.086 0.029 0.149

=====

Density functional theory data (ωB97M-V/def2-TZVPD) for one molecule with the formula C5H8N2.

```
! wB97M-V def2-TZVPD RIJCOSX def2/J DEFGRID3
* xyz 0 1
C 0.991 -1.741 0.897
C 0.560 -0.502 0.154
C 0.158 -0.540 -1.273
N -0.844 -0.435 -0.211
C -1.539 0.804 -0.081
C -0.980 1.950 0.241
N -0.451 2.990 0.638
H 0.472 -2.616 0.495
H 0.743 -1.659 1.961
H 2.070 -1.900 0.804
H 1.024 0.428 0.490
H 0.336 0.353 -1.871
H 0.166 -1.479 -1.823
H -2.603 0.779 -0.289
H -0.104 3.567 -0.130
*
```

Properties
Gap between HOMO and LUMO = 9.4829 eV
HOMO energy = -0.3125 Ha
ΔE to the lowest compared entry with this formula, charge and spin = 269.2 kJ/mol
E_tot = -304.73297 hartree

In elementary charge units, the Löwdin charges are: -0.056 -0.348 -0.098 -0.071 -0.128 -0.184 0.135 0.079 0.077 0.075 0.130 0.108 0.105 0.106 0.070